1.
2 unconnected molecules or ions with the total composition C6H8N in a non-equilibrium geometry. Source: the Open Molecules 2025 dataset; level of theory: wB97M-V/def2-TZVPD.

## Properties
Calculated total energy   -287.68770 hartree
Relative energy (zero: lowest compared OMol25 entry of this formula, charge and spin)   705.0 kJ/mol
Gap between HOMO and LUMO   9.503 eV

Structure (ORCA input):
```
! RIJCOSX wB97M-V def2-TZVPD def2/J DEFGRID3
* xyz 1 1
N -0.779 -0.402 1.274
C 0.484 -1.409 -0.753
C -1.580 -0.110 2.319
C 0.476 2.741 -1.911
C -0.273 -0.806 0.301
C -0.011 1.951 -1.003
C 1.704 -1.875 -0.520
H -0.181 2.832 -2.771
H 1.543 3.173 -2.032
H -1.977 0.900 2.014
H -2.489 -0.730 2.270
H 2.065 -1.861 0.571
H 2.081 -2.479 -1.228
H -0.125 -1.672 -1.647
H -0.939 -0.253 3.115
*
```


2.
2 unconnected molecules or ions with the total composition C6H8N in a non-equilibrium geometry. Source: the Open Molecules 2025 dataset; level of theory: wB97M-V/def2-TZVPD.

## Properties
Calculated total energy   -287.65363 hartree
Relative energy (zero: lowest compared OMol25 entry of this formula, charge and spin)   794.5 kJ/mol
Gap between HOMO and LUMO (alpha / beta)   7.012 / 7.071 eV

Structure (ORCA input):
```
! RIJCOSX wB97M-V def2-TZVPD def2/J DEFGRID3
* xyz 1 1
N -2.132 0.166 -0.361
C -3.321 0.249 -0.165
C -0.274 -1.290 0.360
C -4.642 0.386 -0.135
C 2.797 0.806 -0.289
C 1.576 0.043 -0.383
C 0.849 -0.536 0.631
H -0.858 -1.768 1.295
H -0.575 -1.388 -0.577
H 1.112 0.017 -1.445
H 3.144 0.929 0.732
H 3.582 0.391 -0.988
H 1.361 -0.623 1.528
H -5.364 0.679 0.581
H 2.745 1.940 -0.784
*
```


3.
A gas-phase ion, C6H8N (charge +1) in a non-equilibrium geometry. Source: the Open Molecules 2025 dataset; level of theory: wB97M-V/def2-TZVPD.

## Properties
Calculated total energy   -287.59606 hartree
Relative energy (zero: lowest compared OMol25 entry of this formula, charge and spin)   945.6 kJ/mol
Gap between HOMO and LUMO   9.422 eV

Structure (ORCA input):
```
! RIJCOSX wB97M-V def2-TZVPD def2/J DEFGRID3
* xyz 1 1
N 0.356 0.435 0.314
C -1.153 -1.559 -0.430
C 0.496 0.152 -1.455
C -0.240 1.417 1.192
C 2.220 1.630 1.798
C 0.185 -0.789 -0.351
C 1.265 1.118 1.127
H 0.826 -1.646 -0.068
H -1.579 -1.780 0.618
H 1.528 0.398 -1.741
H -0.104 0.671 -2.087
H -0.407 2.444 0.806
H -0.706 1.010 2.170
H -0.970 -2.609 -0.804
H -1.716 -0.892 -1.091
*
```


4.
2 unconnected molecules or ions with the total composition C6H8N in a non-equilibrium geometry. Source: the Open Molecules 2025 dataset; level of theory: wB97M-V/def2-TZVPD.

## Properties
Calculated total energy   -287.63978 hartree
Relative energy (zero: lowest compared OMol25 entry of this formula, charge and spin)   830.9 kJ/mol
Gap between HOMO and LUMO   7.870 eV

Structure (ORCA input):
```
! RIJCOSX wB97M-V def2-TZVPD def2/J DEFGRID3
* xyz 1 1
N -2.467 1.524 -0.251
C 0.408 -0.573 0.410
C -0.538 -1.425 1.013
C 3.791 -0.109 0.307
C -1.004 -0.358 0.262
C 2.722 -0.033 -0.416
C -2.136 0.106 -0.473
H 4.894 0.125 0.140
H 2.056 0.024 -1.212
H 3.779 -0.379 1.386
H -1.946 -0.170 -1.458
H -3.064 -0.376 -0.079
H -2.197 2.038 -1.056
H -0.845 -2.195 1.604
H -3.453 1.801 -0.176
*
```